[1]
168
Properties=species:S:1:pos:R:3:lowdin_charge:R:1 method="wB97M-V/def2-TZVPD" homo_ev=-20.0 total_charge=+6 max_force_ev_per_a=2.7 multiplicity=1
C -6.97 -13.04 -8.23 -0.1053
C -6.82 -11.58 -7.78 -0.2315
C -8.11 -10.79 -8.10 -0.2413
C -7.83 -9.28 -8.09 -0.2624
P -9.33 -8.27 -8.10 1.0171
C -9.03 -6.48 -8.06 -0.2571
C -7.74 -6.13 -8.73 -0.2954
C -7.49 -4.63 -8.84 -0.2569
C -6.07 -4.39 -9.26 -0.1088
C -10.34 -8.55 -6.65 -0.2753
C -11.81 -8.12 -6.82 -0.2703
C -12.58 -8.18 -5.51 -0.2384
C -14.09 -7.88 -5.70 -0.0876
C -10.37 -8.50 -9.55 -0.2671
C -9.90 -8.02 -10.94 -0.2186
C -11.02 -8.15 -12.01 -0.2339
C -10.45 -8.40 -13.44 -0.0990
H -6.17 -13.72 -7.94 0.0573
H -7.28 -13.21 -9.26 0.0377
H -7.78 -13.39 -7.59 0.0803
H -5.97 -11.05 -8.23 0.1011
H -6.67 -11.48 -6.71 0.1230
H -8.85 -10.91 -7.30 0.1046
H -8.56 -11.06 -9.05 0.0855
H -7.24 -8.97 -8.97 0.0854
H -7.14 -9.00 -7.29 0.1182
H -9.02 -6.09 -7.04 0.1215
H -9.89 -5.98 -8.50 0.1165
H -7.59 -6.58 -9.71 0.1011
H -6.90 -6.58 -8.18 0.1093
H -7.66 -4.07 -7.92 0.1263
H -8.23 -4.23 -9.54 0.1210
H -5.42 -4.56 -8.40 0.0851
H -5.84 -3.37 -9.58 0.0884
H -5.78 -4.97 -10.13 0.0744
H -9.93 -8.12 -5.73 0.1174
H -10.47 -9.60 -6.38 0.0958
H -12.26 -8.74 -7.60 0.1052
H -11.85 -7.15 -7.31 0.1122
H -12.13 -7.49 -4.80 0.1196
H -12.54 -9.18 -5.06 0.1119
H -14.34 -6.83 -5.82 0.0810
H -14.58 -8.08 -4.74 0.0792
H -14.62 -8.49 -6.43 0.0765
H -11.27 -7.92 -9.36 0.1015
H -10.69 -9.54 -9.47 0.0949
H -8.96 -8.50 -11.23 0.0884
H -9.72 -6.95 -10.99 0.1188
H -11.75 -7.37 -12.18 0.1258
H -11.60 -9.06 -11.84 0.0933
H -9.96 -7.50 -13.82 0.0829
H -11.26 -8.49 -14.16 0.0853
H -9.72 -9.21 -13.46 0.0396
C -0.70 -13.42 -13.80 -0.0158
C -2.17 -13.75 -13.53 -0.2974
C -2.52 -13.62 -12.05 -0.2024
O -2.10 -12.33 -11.65 -0.1884
C -2.35 -12.03 -10.25 -0.0392
N -3.05 -12.84 -14.32 0.2408
H -4.05 -12.94 -14.18 0.1595
H -2.84 -11.87 -14.12 0.1774
H -2.98 -13.02 -15.32 0.1798
H -0.44 -12.37 -13.65 0.1032
H -0.34 -13.66 -14.80 0.0995
H 0.03 -13.81 -13.09 0.1105
H -2.44 -14.76 -13.84 0.1425
H -2.05 -14.39 -11.44 0.1394
H -3.59 -13.72 -11.84 0.1079
H -3.42 -11.99 -10.02 0.0636
H -1.78 -11.11 -10.09 0.1116
H -1.98 -12.76 -9.54 0.0946
C -10.11 -12.59 -11.47 -0.0186
C -9.04 -12.72 -12.57 -0.1976
C -7.98 -11.64 -12.60 -0.2237
O -6.90 -11.95 -11.81 -0.2171
C -5.81 -11.01 -11.82 -0.0049
N -8.29 -14.09 -12.16 0.2295
H -7.70 -14.35 -12.94 0.1471
H -7.62 -13.87 -11.43 0.1101
H -8.94 -14.86 -12.04 0.1548
H -10.70 -11.67 -11.49 0.0940
H -9.67 -12.51 -10.48 0.0730
H -10.74 -13.47 -11.39 0.0938
H -9.51 -12.92 -13.53 0.1580
H -8.51 -10.76 -12.22 0.1135
H -7.72 -11.30 -13.61 0.1433
H -5.04 -11.52 -11.24 0.0697
H -6.19 -10.11 -11.34 0.0996
H -5.53 -10.77 -12.85 0.0958
C -2.87 -19.02 -8.90 -0.0399
C -2.66 -20.41 -9.45 -0.2839
C -3.65 -20.81 -10.59 -0.1725
O -3.49 -22.15 -11.01 -0.1857
C -3.78 -23.17 -10.11 -0.0635
N -1.21 -20.58 -9.88 0.2553
H -0.59 -20.31 -9.11 0.1795
H -0.93 -21.55 -9.96 0.1835
H -0.95 -20.02 -10.69 0.1781
H -3.82 -18.85 -8.39 0.0699
H -2.62 -18.17 -9.53 0.0907
H -2.39 -18.97 -7.92 0.0817
H -2.74 -21.16 -8.66 0.1438
H -3.38 -20.11 -11.39 0.1158
H -4.67 -20.56 -10.30 0.1229
H -4.87 -23.31 -10.14 0.0867
H -3.49 -23.03 -9.07 0.0924
H -3.25 -24.00 -10.57 0.1200
C -5.06 -17.12 -14.84 -0.0328
C -4.33 -18.47 -14.82 -0.2644
C -5.12 -19.59 -14.15 -0.1980
O -4.93 -20.82 -14.81 -0.1835
C -5.52 -21.92 -14.12 -0.0409
N -3.98 -18.80 -16.27 0.2409
H -3.23 -18.17 -16.54 0.1742
H -3.64 -19.76 -16.34 0.1695
H -4.75 -18.78 -16.94 0.1821
H -5.94 -17.19 -15.49 0.0991
H -4.48 -16.29 -15.25 0.0752
H -5.42 -16.76 -13.88 0.0558
H -3.33 -18.46 -14.39 0.1540
H -6.16 -19.24 -14.13 0.1323
H -4.79 -19.71 -13.12 0.0996
H -4.93 -22.10 -13.21 0.0826
H -5.48 -22.77 -14.79 0.1193
H -6.53 -21.58 -13.88 0.0824
C -6.76 -16.82 -6.48 -0.0286
C -5.42 -17.49 -6.14 -0.2700
C -4.12 -16.73 -6.23 -0.1603
O -3.09 -17.59 -5.71 -0.1919
C -1.81 -17.02 -5.84 -0.0960
N -5.57 -18.09 -4.71 0.2455
H -5.75 -17.40 -3.98 0.1798
H -6.32 -18.78 -4.73 0.1711
H -4.68 -18.54 -4.49 0.1590
H -7.01 -15.99 -5.81 0.0954
H -7.68 -17.38 -6.37 0.0907
H -6.84 -16.41 -7.49 0.0603
H -5.37 -18.45 -6.66 0.1358
H -4.17 -15.78 -5.70 0.1501
H -3.99 -16.49 -7.29 0.1267
H -1.66 -16.06 -5.34 0.1097
H -1.53 -16.99 -6.90 0.0825
H -1.01 -17.62 -5.41 0.1081
C -8.73 -19.02 -9.36 -0.0368
C -8.55 -19.83 -10.65 -0.2626
C -7.97 -21.24 -10.48 -0.1656
O -7.95 -21.89 -11.77 -0.2080
C -7.68 -23.31 -11.66 -0.0485
N -9.91 -19.87 -11.42 0.2411
H -10.19 -19.01 -11.89 0.1694
H -9.83 -20.46 -12.24 0.1609
H -10.72 -20.26 -10.95 0.1795
H -8.81 -17.94 -9.56 0.0763
H -7.82 -18.95 -8.76 0.0664
H -9.61 -19.34 -8.80 0.1013
H -8.00 -19.24 -11.37 0.1226
H -8.66 -21.82 -9.86 0.1399
H -7.05 -21.24 -9.90 0.1269
H -6.72 -23.62 -12.08 0.0853
H -8.50 -23.84 -12.15 0.1081
H -7.75 -23.61 -10.62 0.0942
P -5.61 -16.76 -10.64 0.1849
F -6.30 -15.61 -9.72 -0.1814
F -7.11 -17.08 -11.18 -0.1748
F -5.48 -15.53 -11.71 -0.1887
F -4.99 -17.77 -11.71 -0.1253
F -4.16 -16.40 -10.04 -0.1419
F -5.86 -17.87 -9.47 -0.1550

***

[2]
175
Properties=species:S:1:pos:R:3:mulliken_spin:R:1 method="wB97M-V/def2-TZVPD" homo_ev="2.4 / -3.8" total_charge=-2 max_force_ev_per_a=3.2 multiplicity=2 relative_energy_kj_mol=0.00
Cl -1.76 0.56 0.53 0.0372
O -0.62 1.35 0.97 -0.0065
O -1.25 -0.34 -0.52 0.0206
O -2.21 -0.19 1.68 -0.0063
O -2.79 1.32 -0.14 -0.0050
C -1.26 -2.18 -3.81 -0.0166
C -1.20 -3.65 -3.65 0.0116
C 0.16 -4.16 -2.99 -0.0290
O 0.36 -5.64 -3.02 -0.0091
C 0.42 -6.30 -4.25 0.0253
N -2.33 -4.07 -2.84 -0.0073
H -2.28 -1.92 -4.10 0.0233
H -0.50 -1.81 -4.50 -0.0157
H -1.18 -1.68 -2.85 0.0216
H -1.34 -4.16 -4.60 0.0174
H 0.24 -3.90 -1.94 0.0032
H 1.01 -3.74 -3.53 0.0075
H -0.54 -6.26 -4.77 0.0003
H 0.89 -7.28 -4.18 -0.0027
H 1.19 -5.86 -4.88 -0.0039
H -3.21 -3.68 -3.13 -0.0004
H -2.41 -5.06 -3.03 0.0019
C 1.64 0.01 3.80 -0.0170
C 2.58 0.69 2.79 -0.2625
C 4.07 0.54 3.13 0.4102
O 4.33 0.94 4.45 -0.2817
C 5.67 0.76 4.89 0.4862
N 2.31 0.27 1.44 0.2033
H 0.60 0.20 3.55 -0.0132
H 1.76 0.31 4.84 0.0104
H 1.81 -1.06 3.86 0.0053
H 2.33 1.75 2.87 0.0961
H 4.70 1.09 2.43 -0.1539
H 4.44 -0.47 2.96 -0.0084
H 5.58 0.93 5.96 -0.0423
H 6.31 1.58 4.56 -0.0859
H 6.08 -0.24 4.70 0.0243
H 2.93 0.85 0.88 0.0093
H 1.41 0.66 1.21 -0.0278
C 3.77 3.50 -4.51 0.5387
C 2.34 3.59 -4.97 -0.0655
C 1.22 3.57 -3.94 0.4278
O 1.07 2.22 -3.64 -0.2005
C 0.01 2.11 -2.70 -0.1734
N 2.22 4.84 -5.69 0.0394
H 4.45 3.55 -5.36 -0.2491
H 4.11 2.53 -4.12 0.1440
H 3.97 4.20 -3.70 0.0352
H 2.23 2.71 -5.61 -0.1663
H 0.28 3.97 -4.32 0.0696
H 1.54 4.15 -3.07 -0.0168
H 0.04 1.11 -2.27 0.0197
H -0.97 2.30 -3.14 -0.0150
H 0.13 2.73 -1.81 0.0411
H 2.32 5.63 -5.07 -0.0984
H 1.29 4.90 -6.08 -0.0241
C -0.11 -1.00 8.03 0.0092
C -1.58 -1.39 7.60 -0.0046
C -2.09 -0.73 6.26 0.0092
O -1.86 0.66 6.33 -0.0133
C -2.27 1.22 5.08 -0.0082
N -1.55 -2.83 7.42 0.0005
H 0.62 -1.46 7.37 0.0038
H 0.00 -1.17 9.10 -0.0071
H -0.01 0.09 7.97 0.0025
H -2.32 -1.00 8.29 -0.0003
H -3.15 -0.96 6.18 0.0024
H -1.55 -1.12 5.40 -0.0026
H -2.20 2.31 5.12 0.0116
H -3.29 0.98 4.78 0.0028
H -1.65 0.96 4.22 0.0026
H -2.39 -3.10 6.93 -0.0004
H -1.63 -3.31 8.31 -0.0004
C -3.55 5.66 0.21 0.0009
C -2.19 5.38 0.88 0.0263
C -2.33 4.46 2.16 -0.1632
O -3.15 4.97 3.24 -0.0245
C -2.46 5.85 4.21 0.1467
N -1.48 4.78 -0.26 -0.0046
H -4.29 6.09 0.88 -0.0042
H -4.03 4.70 0.02 0.0042
H -3.53 6.22 -0.73 -0.0016
H -1.73 6.35 1.04 0.0381
H -1.34 4.17 2.50 0.0362
H -2.76 3.47 1.96 -0.0010
H -3.13 6.37 4.89 -0.0188
H -2.12 6.69 3.61 -0.0027
H -1.60 5.44 4.73 -0.0202
H -2.02 3.98 -0.56 -0.0028
H -0.61 4.42 0.11 0.0066
C 2.01 -0.72 -2.48 -0.1820
C 2.57 -1.87 -1.64 -0.0574
C 4.13 -1.72 -1.39 -0.3292
O 4.94 -1.85 -2.52 -0.3668
C 6.38 -1.70 -2.37 0.9724
N 1.63 -1.94 -0.49 0.0209
H 2.69 -0.52 -3.31 -0.0008
H 2.16 0.20 -1.92 0.0206
H 1.01 -0.92 -2.86 0.0952
H 2.43 -2.79 -2.21 -0.0135
H 4.34 -2.63 -0.84 -0.0320
H 4.32 -0.81 -0.81 0.1434
H 6.89 -1.99 -3.29 -0.0680
H 6.72 -2.43 -1.64 -0.0397
H 6.68 -0.69 -2.09 -0.1431
H 0.73 -1.62 -0.84 -0.0020
H 1.86 -1.17 0.13 -0.0060
C 2.12 6.11 0.04 1.8194
C 2.31 4.57 -0.02 -2.9862
C 3.62 4.03 0.58 2.0862
O 3.71 2.62 0.25 -0.5524
C 3.91 2.31 -1.14 -0.1687
N 1.23 3.95 0.70 0.3706
H 2.39 6.50 1.02 -0.2230
H 1.13 6.42 -0.30 0.1835
H 2.86 6.60 -0.58 -0.3737
H 2.21 4.28 -1.06 -0.0945
H 3.56 4.18 1.66 0.1143
H 4.44 4.62 0.17 -0.0414
H 4.27 1.30 -1.30 -0.1913
H 4.71 2.89 -1.61 0.1196
H 2.98 2.41 -1.71 0.1995
H 1.22 2.97 0.49 0.0402
H 1.40 4.07 1.69 -0.0972
C -4.14 -2.81 -0.26 0.0066
C -3.16 -3.56 0.60 -0.0041
C -3.57 -4.95 0.97 0.0008
O -2.57 -5.63 1.76 0.0000
C -3.30 -6.43 2.70 0.0003
N -1.76 -3.54 0.00 0.0050
H -5.01 -2.67 0.39 0.0001
H -4.48 -3.32 -1.16 0.0012
H -3.76 -1.82 -0.52 -0.0012
H -3.07 -3.03 1.55 0.0001
H -3.84 -5.46 0.04 -0.0004
H -4.54 -4.86 1.46 0.0006
H -2.50 -7.00 3.17 0.0001
H -3.93 -7.15 2.19 0.0000
H -3.82 -5.76 3.39 0.0001
H -1.56 -2.56 -0.13 0.0002
H -1.91 -3.79 -0.97 -0.0003
C 3.07 -3.35 2.17 -0.0578
C 1.68 -4.03 2.23 0.0158
C 0.63 -3.14 2.84 -0.0208
O -0.64 -3.79 2.73 0.0043
C -1.57 -3.38 3.70 -0.0016
N 1.34 -4.47 0.90 -0.0043
H 3.52 -3.14 3.15 0.0044
H 2.87 -2.37 1.74 0.0645
H 3.83 -3.94 1.66 -0.0103
H 1.75 -4.86 2.93 0.0075
H 0.56 -2.16 2.37 0.0012
H 0.88 -3.04 3.90 -0.0040
H -2.51 -3.92 3.61 0.0006
H -1.73 -2.31 3.59 0.0007
H -1.22 -3.65 4.70 0.0005
H 1.38 -3.60 0.38 0.0051
H 2.23 -4.84 0.60 -0.0029
C -5.24 0.93 -7.23 0.0137
C -3.75 0.80 -6.81 0.0732
C -3.47 0.62 -5.29 -0.0756
O -3.83 1.82 -4.60 -0.0214
C -4.06 1.64 -3.27 0.0123
N -3.05 -0.27 -7.55 -0.0171
H -5.80 0.03 -6.97 0.0057
H -5.36 0.98 -8.31 -0.0193
H -5.70 1.82 -6.80 -0.0011
H -3.33 1.76 -7.11 0.0292
H -2.42 0.45 -5.05 0.0309
H -3.92 -0.33 -4.99 -0.0015
H -3.14 1.25 -2.84 0.0071
H -4.96 1.04 -3.10 -0.0004
H -4.22 2.64 -2.87 0.0034
H -3.03 -0.16 -8.55 -0.0076
H -2.05 -0.27 -7.39 -0.0098